Entry from the Open Molecules 2025 dataset: 10 unconnected molecules or ions with the total composition C6H34N2O9 at a distorted geometry (the ωB97M-V functional and the def2-TZVPD basis).

The geometry in XYZ format:
```
51
Properties=species:S:1:pos:R:3
H 0.9515 3.1807 1.8649
N -1.0396 1.8904 -0.5883
H -0.3916 -4.7219 -0.7649
H 2.9936 3.2897 -0.8974
O 3.4748 0.7878 2.0574
O -3.6004 0.8627 0.7638
O 2.0722 -1.3335 -1.2438
H 0.7963 4.4882 -0.0647
H 2.3865 4.4105 -1.8672
H -0.2915 1.3829 3.8792
H 0.1292 -0.4507 -3.3649
H -3.9854 -2.0560 0.0914
O -2.4901 -2.3968 -2.4744
H -2.6840 0.9837 1.0286
N 0.5728 1.1783 1.9550
H -1.3180 -3.7615 -1.6885
H 0.6499 -0.6204 4.6521
H 3.6583 0.6013 2.9983
C 0.2681 2.3453 -0.1212
H 1.0220 1.5817 -0.3830
H -1.2917 0.3722 2.8163
O -0.2852 -1.2535 -0.3236
C -0.2541 0.6636 3.0613
C 2.0774 3.4512 -1.5302
C 0.4753 -0.6366 3.5796
H 1.4803 -0.5914 3.1077
H -4.6825 -0.7485 -0.0476
H -2.9451 -2.0864 -1.6654
H 1.3363 -1.9616 -1.2863
H 0.0373 3.9638 -1.6010
H 2.6056 1.2243 1.9782
O -4.4740 -1.5391 -0.5594
H 0.4306 0.4886 1.2383
H 1.9993 -0.8280 -0.4286
C 0.1559 2.5317 1.4544
H -3.2083 -2.9587 -2.7936
O -1.1522 -4.1218 -0.8022
H -0.8698 2.8221 1.7025
C 0.7584 3.6697 -0.7657
H 1.1821 -0.4095 -2.1077
H 2.1086 2.5741 -2.1887
O 0.3922 0.0565 -2.5869
H -0.9460 -1.8961 -0.0085
H -0.8992 1.1568 -1.2723
O 3.7083 -3.5905 -0.7152
H 3.1117 -2.9056 -1.0785
H -0.8058 -0.7467 -0.9630
H 4.5550 -3.1364 -0.7255
H 0.1353 -1.6132 3.2350
H -3.9354 1.7298 0.5130
H -1.5479 2.7159 -0.8720
```

Its total charge is 0. For the LUMO energy, the calculation gives 0.273 eV. Its frontier orbital gap is 9.3952 eV. The HOMO energy comes out at -0.335 Eh. The value obtained for the max |F| is 3.162 eV Å⁻¹. The SMILES is CCNC[C@@H](N)CC.O.O.O.O.O.O.O.O.O.

natural (NBO) population analysis, charges in e, atoms 1 to 6: 0.1910, -0.8896, 0.4817, 0.2041, -0.9824, -0.9751


Entry from the Open Molecules 2025 dataset: a molecular structure, C4H4Br4 at a distorted geometry (the ωB97M-V functional and the def2-TZVPD basis).

The geometry in XYZ format:
```
12
Properties=species:S:1:pos:R:3
C -0.2381 -0.4090 0.3933
H 2.2528 0.9829 2.3327
Br 0.1839 -2.1677 -0.0797
H -1.8098 -0.9230 -1.6495
C -1.2507 -0.1627 -2.0585
H -1.1796 -0.2901 0.7010
H 2.3626 -0.7198 1.4498
Br -2.4402 1.2691 -2.3958
C 0.5103 0.4151 1.3234
C 1.8032 0.2165 1.7376
Br 0.1883 -0.3866 -3.2829
Br -0.3827 2.1754 1.5285
```

Its total charge is 0. For the LUMO energy (alpha / beta), the calculation gives -0.736 / -1.184 eV. Its frontier orbital gap (alpha / beta) is 7.9174 / 7.3798 eV. The HOMO energy (alpha / beta) comes out at -0.318 / -0.315 Eh. The value obtained for the max |F| is 4.194 eV Å⁻¹.

natural (NBO) population analysis, charges in e, atoms 1 to 6: -0.2644, 0.2178, 0.0931, 0.1734, -0.3863, 0.1783


Entry from the Open Molecules 2025 dataset: a molecular structure, C5H10O2Yb at a distorted geometry (the ωB97M-V functional and the def2-TZVPD basis).

The geometry in XYZ format:
```
18
Properties=species:S:1:pos:R:3
H 2.0455 -0.0013 -3.4441
H -1.6117 1.9042 2.0856
O 1.8610 0.3469 -0.1732
H 0.8510 1.2512 -1.7203
Yb 1.1862 1.1054 1.8543
C -1.3555 0.3330 0.5974
C 2.2963 -0.0861 -2.3853
H -1.9854 0.1738 -0.2765
H -0.1192 -2.2325 1.6209
H -0.2144 -0.0001 -1.1174
C -1.1303 -1.9833 1.2769
C -1.1083 1.6233 1.1538
H 3.3141 0.2163 -2.1186
H -1.1793 -2.2097 0.2036
C 1.2866 0.2816 -1.3855
O -1.3250 -0.6109 1.5823
H -1.9101 -2.5301 1.8185
H -0.9013 2.4181 0.4277
```

Its total charge is +1. Its expectation value of S² is 0.788. For the LUMO energy (alpha / beta), the calculation gives -4.857 / -4.938 eV. Its frontier orbital gap (alpha / beta) is 5.6638 / 6.8877 eV. The HOMO energy (alpha / beta) comes out at -0.387 / -0.435 Eh. The multiplicity is 2. The value obtained for the max |F| is 3.225 eV Å⁻¹.

natural (NBO) population analysis, charges in e, atoms 1 to 6: 0.1841, 0.2792, -1.0090, 0.1763, 1.7542, 0.2823


Entry from the Open Molecules 2025 dataset: a single C4H6S2 molecule at a distorted geometry (the ωB97M-V functional and the def2-TZVPD basis).

The geometry in XYZ format:
```
12
Properties=species:S:1:pos:R:3
C 0.7187 0.6502 -0.5825
C 0.0732 -1.7526 0.3335
H -1.2840 1.2019 -1.2863
C -0.0561 1.2827 0.5381
H 1.2152 1.2775 -1.2876
H -0.0699 0.7887 1.5444
S 1.5259 -0.9413 -0.3811
H 0.0507 -1.6106 1.4313
H 0.1364 -2.7913 0.0764
C -0.7793 0.5775 -0.5796
H -0.0813 2.3689 0.5784
S -1.4494 -1.0516 -0.3851
```

Its total charge is 0. For the LUMO energy, the calculation gives 0.840 eV. Its frontier orbital gap is 9.4128 eV. The HOMO energy comes out at -0.315 Eh. The value obtained for the max |F| is 1.266 eV Å⁻¹. The SMILES is C1S[C@H]2C[C@H]2S1.

natural (NBO) population analysis, charges in e, atoms 1 to 6: -0.3707, -0.6931, 0.2419, -0.4317, 0.2404, 0.2216


Entry from the Open Molecules 2025 dataset: a molecular structure, C26H35F18N8O12S6V at a distorted geometry (the ωB97M-V functional and the def2-TZVPD basis).

The geometry in XYZ format:
```
106
Properties=species:S:1:pos:R:3
S -0.0253 1.3120 -0.4398
H -0.5778 -0.1886 -5.0517
C -1.0075 -1.4617 -6.6710
H -3.5473 -3.1027 2.1304
F -1.1037 -4.2569 2.6616
C -4.2406 -0.4874 3.2549
H -4.9571 -1.1730 1.3755
N 1.0957 -2.4412 2.6857
O -1.3213 1.9084 -0.6713
C -3.9925 2.7049 1.1495
F -1.3929 3.0480 5.9308
F -2.1419 -3.9298 4.5709
F -1.5701 -3.2079 -1.9247
H 5.1541 -1.1388 -2.3967
H 3.1555 3.4715 -6.2747
C -2.7154 -0.2007 -5.2352
O 1.2407 -4.8895 2.2434
H 6.2027 -2.3167 -1.5743
H 4.0565 0.8498 -0.9061
F 0.4934 -2.6527 -1.4875
O 1.5645 2.0412 5.7610
O -2.5665 -1.0437 0.0698
H 4.0995 2.7239 -2.8663
C 0.9581 1.2581 -2.1414
H 6.2916 -0.9111 0.3204
F 1.7127 2.3307 -1.9980
H 4.0547 2.2585 -7.1167
H -4.8819 2.8777 1.7555
F 4.5404 -3.2154 1.9589
C -0.7099 -2.6608 -1.0147
V 0.5646 -0.5933 2.1036
H -6.1495 -1.3739 2.5552
N 0.7530 0.9465 3.3335
H -4.4189 0.7124 -1.2048
N -1.7322 -0.6267 2.6981
F -0.5854 -5.4077 4.3840
C 3.6654 -3.6185 2.8999
O 0.8776 1.9305 0.5475
F 3.9125 3.0069 4.5934
O 0.7900 3.5857 3.8566
N -0.1049 -0.3415 0.2463
C 3.3982 2.0629 3.7614
C -5.0891 1.5480 -1.0032
F -0.9469 0.9113 5.7941
C -1.3324 -0.2574 -5.8351
O -0.9503 2.5378 2.4307
O 2.2152 -3.2339 0.6497
H -3.2521 3.3989 1.5472
S 1.9110 -3.6200 2.0688
H 3.8203 1.0882 -4.6500
F 3.7424 -2.6984 3.8860
H -5.1925 -3.7068 2.0701
C -5.0736 -1.4783 2.4153
C -4.3710 2.8216 -0.3478
C 5.3737 -1.6211 -1.4442
F -0.7420 -3.2891 0.1737
H -4.0812 1.2413 -4.2534
C 3.9900 3.2079 -3.8368
H -2.8941 -0.9680 -4.4819
H -3.4118 1.8113 1.3786
H -2.3350 1.3255 -3.8135
H 6.5535 0.0861 -1.0593
H -4.4921 0.5140 2.9055
C 3.5789 -0.0460 0.7777
H -4.3547 -0.4296 4.3374
O 1.6192 -3.8662 4.9675
O 2.4330 -0.1851 4.9353
C -2.8353 -0.6237 2.9323
O 0.1551 -1.8794 5.0997
F 4.3344 1.1974 3.6039
H 5.2086 1.9609 -5.0268
N -6.9439 0.4636 0.4127
C -4.5404 -2.9868 2.5645
C 5.7819 -0.4865 -0.5445
F 0.1876 1.3959 -3.1772
H -5.0691 3.6588 -0.3459
C -6.1517 0.9496 -0.2173
C -3.0559 1.1717 -4.6165
O -1.4418 -0.3938 -2.0702
C 2.1428 1.6943 -6.2673
S -0.0199 2.3943 3.5628
C -0.9981 -4.2276 3.9511
S -1.3211 -0.8850 -0.7094
F 3.0261 2.7049 2.6163
H -2.8511 1.9405 -5.3616
C -1.2573 2.0614 5.1129
H 4.6391 4.0698 -3.9910
N 2.7075 -0.4311 1.4567
H -3.5220 3.0947 -0.9745
C 4.6878 0.4755 -0.1001
H -3.4207 -0.5853 -5.9719
H -4.4796 -3.2738 3.6142
C 4.1305 2.0933 -4.9360
N 1.1437 1.1055 -6.2768
H 5.2091 1.2954 0.3941
S 0.5966 -3.0436 4.3474
H -1.2314 0.5467 -6.5641
N -0.8394 -2.4153 -7.3970
H 2.9478 3.5062 -3.7231
F 4.1028 -4.8387 3.3158
H 4.4718 -2.1290 -1.1026
S 1.9636 1.1832 4.6050
F -2.4968 1.9479 4.6041
H -5.6649 1.8340 -1.8835
F 1.7156 0.1547 -2.1850
C 3.4307 2.4175 -6.2372
```

Its total charge is 0. Its expectation value of S² is 2.011. For the LUMO energy (alpha / beta), the calculation gives -2.707 / -1.995 eV. Its frontier orbital gap (alpha / beta) is 8.1259 / 8.8375 eV. The HOMO energy (alpha / beta) comes out at -0.398 / -0.398 Eh. The multiplicity is 3. The value obtained for the max |F| is 6.592 eV Å⁻¹.

Mulliken population analysis, charges in e, atoms 1 to 6: -0.5720, -0.3003, -0.0101, 0.1048, -0.0963, -0.7136


Entry from the Open Molecules 2025 dataset: a single C5H10O2 molecule at a distorted geometry (the ωB97M-V functional and the def2-TZVPD basis).

The geometry in XYZ format:
```
17
Properties=species:S:1:pos:R:3
H 3.1957 -0.7402 -1.0512
H 2.6704 0.8607 -0.5283
H 1.8091 0.0377 -1.8301
H -1.2912 -1.5712 0.7684
O -2.7620 0.9595 -0.5744
C -1.3004 -0.4782 0.9019
H 0.3661 0.9872 0.8681
O -0.3130 0.4448 -1.0330
C 2.3094 -0.1167 -0.8731
H 1.8731 -0.9282 1.0780
C -2.6814 0.1214 0.3040
H -1.2007 0.8491 -0.9834
H -1.3677 -0.2950 1.9825
C 1.3334 -0.7735 0.1310
H 1.0792 -1.7696 -0.2522
C 0.0387 0.1040 0.2790
H -3.6928 -0.1694 0.6889
```

Its total charge is 0. For the LUMO energy, the calculation gives 0.811 eV. Its frontier orbital gap is 10.6139 eV. The HOMO energy comes out at -0.360 Eh. The value obtained for the max |F| is 1.199 eV Å⁻¹. The SMILES is CC[C@@H](O)CC=O.

natural (NBO) population analysis, charges in e, atoms 1 to 6: 0.2056, 0.2001, 0.2318, 0.2352, -0.5380, -0.5308


Number 4 is which compound? C4H6S2